Formula: C3H2HgLiO2
Source: the OMol25 dataset
Level of theory: ωB97M-V with the def2-TZVPD basis set

```
9
Properties=species:S:1:pos:R:3
O -1.6303 -0.5085 -0.8350
C -1.7348 0.5641 -1.6124
O 1.2651 0.2430 1.2313
C 0.0965 0.2440 0.6646
C -0.4894 -0.7577 -0.0356
Hg 0.4665 1.5088 -1.6296
Li 2.6646 -0.7085 1.5886
H -0.4026 1.2306 0.5759
H -0.2357 -1.8158 0.0522
```

## Properties
* largest force on an atom: 2.92 eV Å⁻¹
* gap between HOMO and LUMO (spin up / spin down): 4.74 / 5.90 eV
* energy relative to the best compared isomer or geometry (same formula, charge and spin): 68.2 kJ/mol
* HOMO energy (spin up / spin down): -6.01 / -7.19 eV
* total charge: 0
* E: -426.77608 Eh
* multiplicity: 2
* lowest unoccupied orbital energy (spin up / spin down): -1.27 / -1.29 eV
* expectation value of S²: 0.76